(1)
Molecular formula: C6H38O14
Method: DFT, the ωB97M-V functional and the def2-TZVPD basis

## Properties
HOMO energy: -0.3581 hartree
Total energy: -1304.71006 a.u.
HOMO-LUMO gap: 9.991 eV
Multiplicity: 1
Charge: 0
Energy above the lowest of the compared OMol25 structures with the same formula, charge and spin: 36.22 kcal per mole

Each line ends with the natural charge from an NBO analysis.
Geometry (Å):
O: 3.11946 -0.00251 0.29900  -0.640
C: 2.70496 1.13228 0.15726  0.494
C: 2.19316 1.95205 1.33698  -0.528
C: 0.67142 1.49244 1.34263  -0.408
C: 0.38705 0.29181 2.21658  -0.411
C: -0.89195 -0.51139 1.98939  -0.416
C: -2.11453 0.39180 2.11815  -0.626
H: 2.84664 1.63492 -0.80550  0.165
H: 2.09819 3.01085 1.05816  0.221
H: 2.66392 1.60760 2.26238  0.264
H: 0.14722 2.37057 1.70633  0.243
H: 0.27110 1.28310 0.34175  0.198
H: 1.29680 -0.32360 2.09718  0.213
H: 0.59797 0.51358 3.28241  0.197
H: -0.85667 -0.82826 0.92423  0.181
H: -0.95461 -1.48689 2.45093  0.222
H: -2.30356 0.61924 3.18330  0.215
H: -3.08329 -0.09376 1.96273  0.209
H: -2.09207 1.19992 1.39477  0.209
H: 0.23162 -1.25737 -1.96946  0.514
H: -1.08065 -0.97279 -2.92250  0.521
O: -0.59747 -0.79262 -2.09946  -1.014
H: 1.47746 -3.67390 -0.41131  0.507
H: 2.24687 -4.48424 -1.48424  0.489
O: 1.37103 -4.29898 -1.13433  -0.999
H: 1.30542 -2.07858 1.24795  0.482
H: 2.85396 -1.97047 1.11577  0.500
O: 2.10659 -2.58001 1.04094  -0.970
H: -2.27741 4.14183 1.05610  0.507
H: -0.94050 4.89965 1.32970  0.468
O: -1.33350 4.02363 1.27559  -0.990
H: 0.01729 3.40425 -0.99308  0.486
H: -0.60287 4.37676 -2.03508  0.477
O: -0.18465 3.50343 -1.92620  -0.963
H: -0.54565 -3.92110 -1.12701  0.489
H: -1.35720 -5.02314 -0.91782  0.480
O: -1.29065 -4.14109 -0.51606  -0.953
H: 3.65873 -0.91148 3.87354  0.484
H: 2.54487 -0.09969 4.66903  0.481
O: 3.03841 -0.18042 3.84188  -0.957
H: 3.71445 -0.96793 -0.97181  0.494
H: 4.42222 -2.30731 -0.65337  0.453
O: 3.97386 -1.83904 -1.36205  -0.979
H: -2.44400 -1.34111 -1.69165  0.466
H: -2.15028 -2.70039 -1.12736  0.501
O: -2.83812 -2.22087 -1.63975  -0.984
H: -3.43368 0.71830 -0.83155  0.477
H: -2.07584 1.06875 -1.18172  0.479
O: -2.97585 1.35836 -1.39590  -0.948
H: 1.06414 1.77226 -2.79425  0.489
H: 0.29908 0.82998 -1.95124  0.490
O: 1.15389 1.30312 -1.94713  -0.983
H: -2.53586 3.29497 -0.79605  0.494
H: -3.93910 3.22438 -0.54333  0.482
O: -3.23287 3.89244 -0.47072  -0.962
H: -1.61609 -3.36195 -4.02080  0.467
H: -2.69267 -2.40199 -3.57195  0.497
O: -2.03620 -2.53940 -4.28195  -0.972



(2)
Molecular formula: C4H4N6O
Method: DFT, the ωB97M-V functional and the def2-TZVPD basis

## Properties
HOMO energy: -0.3577 hartree
SMILES: Nc1nc2nonc2nc1N
Total energy: -558.48518 a.u.
HOMO-LUMO gap: 9.330 eV
Multiplicity: 1
Charge: 0
Energy above the lowest of the compared OMol25 structures with the same formula, charge and spin: 39.56 kcal per mole

Each line ends with the natural charge from an NBO analysis.
Geometry (Å):
C: 0.53506 -0.08997 -0.68096  0.354
C: -1.16746 1.18841 -0.68077  0.152
C: -1.53334 0.68155 0.55711  0.201
C: 0.16371 -0.66065 0.61868  0.371
H: 2.09316 -1.30382 -1.03534  0.354
H: 2.40435 0.05408 -1.78585  0.394
H: 0.84218 -2.06731 2.08770  0.415
H: 2.01545 -1.77516 0.76721  0.410
N: 1.98743 -0.30405 -0.91282  -0.816
N: 0.08491 0.94987 -1.22375  -0.368
N: -2.05130 2.05574 -1.02722  -0.037
N: -2.66388 1.26633 1.05496  -0.056
N: -0.83540 -0.36341 1.22749  -0.418
N: 1.01438 -1.69407 1.06578  -0.833
O: -2.88925 2.06247 -0.03222  -0.123



(3)
Molecular formula: C17H49F3NaO8S7SnTl
Method: DFT, the ωB97M-V functional and the def2-TZVPD basis

## Properties
HOMO energy: -0.4746 hartree
Total energy: -4913.88611 a.u.
HOMO-LUMO gap: 1.883 eV
Multiplicity: 1
Charge: +2

Each line ends with the Mulliken charge.
Geometry (Å):
Na: -0.03595 1.12872 1.25252  0.715
Sn: 0.61926 4.88017 2.50898  1.358
Tl: 3.91758 2.16797 0.47101  0.998
F: 1.81875 0.04627 0.02852  -0.617
F: 2.10087 2.26335 2.82049  -0.736
F: 1.14613 3.21854 -0.13314  -0.786
C: -2.36942 3.16004 4.51989  -1.531
C: -2.62725 2.46352 3.11786  1.234
C: -4.13640 2.76163 2.77300  -1.299
O: -1.78681 2.71703 2.06168  -0.572
H: -2.16915 4.23142 4.50780  0.360
H: -1.45857 2.84423 5.02852  0.350
H: -3.16644 2.97324 5.23959  0.397
H: -2.53663 1.41272 3.39298  -0.573
H: -4.16401 3.85118 2.75802  0.357
H: -4.77564 2.48523 3.61150  0.433
H: -4.48442 2.26615 1.86664  0.192
C: -4.35432 -1.53595 -0.17623  -0.723
S: -3.69956 -2.34765 -1.71503  0.434
O: -3.17089 -1.34463 -2.72786  -0.442
C: -2.28162 -3.25235 -1.02925  -0.855
H: -4.99931 -0.71676 -0.49406  0.336
H: -3.60525 -1.15215 0.51637  0.037
H: -4.97674 -2.32739 0.24128  0.462
H: -2.65800 -4.02297 -0.35650  0.471
H: -1.59532 -2.58259 -0.51108  0.039
H: -1.56484 -3.61928 -1.76388  0.493
C: 0.83611 -1.61917 -2.77071  -0.343
S: 1.00647 -1.03639 -4.47172  0.518
O: 0.72923 -2.48942 -5.09952  -0.490
C: -0.72483 -0.34244 -4.68876  -0.730
H: 0.93330 -0.79201 -2.06754  0.300
H: 1.44838 -2.50078 -2.58101  0.439
H: -0.09261 -2.07949 -2.43354  -0.204
H: -1.39359 -1.19176 -4.54902  0.331
H: -0.76785 0.00415 -5.72129  0.480
H: -0.85573 0.48457 -3.99089  0.118
C: -3.51905 2.10504 -1.49885  -0.669
S: -3.61174 3.60570 -2.62294  0.537
O: -5.07511 3.89657 -3.09367  -0.511
C: -2.88613 4.87985 -1.43120  -0.778
H: -2.73905 2.15861 -0.73935  0.238
H: -3.58084 1.15437 -2.02848  0.198
H: -4.39000 1.83305 -0.90255  0.383
H: -3.14470 5.83369 -1.89102  0.394
H: -1.80718 4.76567 -1.32664  0.278
H: -3.36362 4.79189 -0.45531  0.237
C: 6.79072 -1.68936 1.68685  -1.029
S: 4.97605 -1.81286 1.53543  0.481
O: 4.42719 -0.39961 1.73568  -0.463
C: 5.25237 -2.12181 -0.24996  -0.794
H: 7.30269 -1.20474 0.85551  0.288
H: 7.32035 -2.61408 1.91593  0.382
H: 6.93805 -1.04777 2.55562  0.377
H: 5.85132 -3.01177 -0.44319  0.464
H: 5.70235 -1.25139 -0.72744  0.440
H: 4.26161 -2.28483 -0.67411  0.004
C: -0.17571 -5.19318 1.43232  -0.383
S: 1.17387 -4.98732 0.26122  0.399
O: 0.58372 -4.60018 -1.08749  -0.489
C: 1.81479 -3.41180 0.85884  -0.073
H: -0.24093 -6.27752 1.34259  0.432
H: -1.03637 -4.78278 0.90417  -0.198
H: 0.04740 -4.96145 2.47377  0.322
H: 1.86868 -3.22259 1.93094  0.424
H: 1.25951 -2.54087 0.51065  0.073
H: 2.84042 -3.17653 0.57454  -0.324
C: -2.03447 -1.51897 4.00157  -0.949
S: -0.44782 -1.67447 3.03179  0.615
O: -0.66828 -1.15829 1.66005  -0.415
C: 0.62580 -0.43821 3.93463  -0.982
H: -1.99434 -1.97373 4.99136  0.396
H: -2.95191 -1.74294 3.45730  0.357
H: -2.16631 -0.48072 4.30611  0.147
H: 0.69857 -0.92388 4.90774  0.520
H: 0.27670 0.59189 4.00607  0.221
H: 1.63957 -0.43684 3.53417  0.212
C: 4.08161 2.82850 -4.71347  -1.028
S: 3.27607 1.48945 -3.68776  0.516
O: 4.04787 1.65235 -2.34287  -0.466
C: 1.63868 2.28593 -3.37067  -0.800
H: 4.20942 3.68118 -4.04661  0.331
H: 3.67421 3.09371 -5.68907  0.399
H: 5.04946 2.41444 -4.99618  0.377
H: 1.03335 2.34294 -4.27534  0.419
H: 1.96152 3.26795 -3.02498  0.397
H: 1.10449 1.86091 -2.52090  0.138



(4)
Molecular formula: C6H17N
Method: DFT, the ωB97M-V functional and the def2-TZVPD basis

## Properties
HOMO energy: -0.3438 hartree
SMILES: CCCCC.CN
Total energy: -293.47292 a.u.
HOMO-LUMO gap: 10.364 eV
Multiplicity: 1
Charge: 0
Energy above the lowest of the compared OMol25 structures with the same formula, charge and spin: 45.70 kcal per mole

Each line ends with the natural charge from an NBO analysis.
Geometry (Å):
C: -2.09783 -0.86900 3.41647  -0.612
C: -1.27371 -1.42707 2.35020  -0.382
C: -0.53332 -0.39588 1.38932  -0.394
C: 0.30279 -1.19889 0.41509  -0.420
C: 0.68917 -0.41248 -0.76919  -0.604
C: 1.05531 2.26615 -3.68719  -0.410
H: -1.52231 -0.20050 4.09495  0.192
H: -2.90615 -0.25308 3.06808  0.203
H: -2.54726 -1.66656 3.99528  0.210
H: -2.13843 -2.07678 1.79143  0.182
H: -0.51165 -2.21976 2.64567  0.200
H: -1.33564 0.34837 0.98188  0.206
H: 0.28926 0.13668 2.04705  0.193
H: -0.31222 -2.13379 0.10572  0.188
H: 1.14992 -1.58757 1.02257  0.203
H: 1.60293 0.27602 -0.53161  0.198
H: 1.18983 -1.02875 -1.51780  0.217
H: -0.11890 0.20127 -1.31804  0.218
H: 2.63435 1.39316 -3.17615  0.346
H: 1.86650 2.10274 -1.81207  0.347
H: -0.05099 2.40571 -3.57082  0.184
H: 1.56080 3.21792 -3.83059  0.165
H: 1.30126 1.60570 -4.48811  0.188
N: 1.70630 1.51640 -2.62212  -0.818



(5)
Molecular formula: C6H5NO
Method: DFT, the ωB97M-V functional and the def2-TZVPD basis

## Properties
HOMO energy: -0.3825 hartree
SMILES: C#C[C@H](C)C(=O)C#N
Total energy: -361.46580 a.u.
HOMO-LUMO gap: 9.885 eV
Multiplicity: 1
Charge: 0
Energy above the lowest of the compared OMol25 structures with the same formula, charge and spin: 74.31 kcal per mole

Each line ends with the natural charge from an NBO analysis.
Geometry (Å):
C: -1.52433 0.56053 -0.25160  -0.597
C: -0.16146 0.30739 0.23563  -0.415
C: 0.14318 -0.85842 1.01096  -0.041
C: 0.15287 -1.83841 1.80951  -0.159
C: 0.74323 0.23510 -0.99281  0.521
C: 2.22648 0.11423 -0.84077  0.148
H: -2.21008 0.63337 0.63094  0.227
H: -1.46793 1.63994 -0.65229  0.231
H: -2.09365 -0.25552 -0.99521  0.244
H: 0.11780 1.27700 0.75527  0.267
H: 0.33747 -2.64587 2.43548  0.235
N: 3.42092 0.44786 -1.06968  -0.225
O: 0.31550 0.38281 -2.07543  -0.435